Arrangement a

DFT (the ωB97M-V functional and the def2-TZVPD basis) results for a 3-piece molecular cluster, C4H7NO3 overall.

```
15
Properties=species:S:1:pos:R:3:mulliken_charge:R:1
O 0.8495 2.6355 1.5694 -0.37
O 2.3339 1.0136 1.0317 -0.34
O 0.4937 1.7259 -1.4038 -0.64
N -1.1005 0.2911 0.5293 -0.58
C 1.0842 -1.3542 -0.2854 -0.72
C 0.4280 -1.5745 0.8312 -0.19
C 1.5682 1.8195 1.2482 0.72
C -0.6584 -0.6798 1.2139 -0.13
H 1.9239 -2.0718 -0.6365 0.19
H 0.5500 -2.4861 1.2799 0.42
H -1.7966 0.9270 0.9194 0.20
H -1.0576 -0.8938 2.1667 0.42
H -0.0304 1.5181 -0.6431 0.34
H 0.8473 -0.6045 -0.9514 0.37
H 0.8254 2.6650 -1.5162 0.31
```

Values from the calculation:
- Gap between HOMO and LUMO: 10.276 eV
- LUMO level: 0.325 eV
- HOMO energy: -9.95 eV

---

Arrangement b

DFT (the ωB97M-V functional and the def2-TZVPD basis) results for a 2-piece molecular cluster, C4H7NO3 overall.

```
15
Properties=species:S:1:pos:R:3:mulliken_charge:R:1
O -1.5713 0.6812 -0.3184 -0.42
O -1.1395 3.2345 -1.5159 -0.54
O 0.5119 2.2166 -2.4787 -0.53
N -0.4544 2.2897 -1.7125 0.90
C -0.9193 -0.2437 -1.1596 0.06
C -0.4776 1.1584 -0.8927 0.18
C -0.2571 -1.6053 -0.7706 -1.19
C 1.1645 1.5627 0.7587 -0.82
H 0.7750 -1.3832 -0.7229 0.35
H 2.0049 0.9698 0.4323 0.30
H -1.4143 -0.3062 -2.0906 0.41
H -0.6034 -2.1509 0.0585 0.34
H 1.1306 2.6209 0.7193 0.38
H 0.7264 0.9444 1.5594 0.28
H -0.3885 -2.3295 -1.5887 0.32
```

Values from the calculation:
- Gap between HOMO and LUMO (spin up / spin down): 8.616 / 8.618 eV
- LUMO level (spin up / spin down): -0.840 / -0.837 eV
- HOMO energy (spin up / spin down): -9.46 / -9.46 eV

---

Arrangement c

DFT (the ωB97M-V functional and the def2-TZVPD basis) results for a 2-piece molecular cluster, C4H7NO3 overall.

```
15
Properties=species:S:1:pos:R:3:mulliken_charge:R:1
O -0.3089 -1.4065 1.6841 -0.66
O -2.4529 -0.6425 0.1620 -0.46
O 1.5268 -1.9852 0.5533 -0.51
N 1.2692 0.1641 -1.1806 -0.68
C 0.5015 -1.1639 0.8191 0.30
C -1.8271 0.5117 -0.1007 -0.35
C 0.3818 -0.0213 -0.0789 0.48
C 1.1720 1.2183 -0.1877 -0.28
H -1.9907 0.8651 -1.1082 0.33
H 0.6431 2.1325 -0.4326 0.25
H 0.8422 0.3494 -2.0816 0.26
H 2.0647 -1.6135 -0.1695 0.37
H 2.0595 1.3648 0.4166 0.24
H -1.7358 1.2446 0.6927 0.31
H -2.1454 -1.0174 1.0120 0.40
```

Values from the calculation:
- Gap between HOMO and LUMO: 9.284 eV
- LUMO level: 0.714 eV
- HOMO energy: -8.57 eV

---

Arrangement d

DFT (the ωB97M-V functional and the def2-TZVPD basis) results for a 2-piece molecular cluster, C4H7NO3 overall.

```
15
Properties=species:S:1:pos:R:3:mulliken_charge:R:1
O 0.0430 -1.4384 -1.3872 -0.48
O -1.3005 1.1977 -0.1314 -0.63
O -3.2027 1.2710 1.1455 -0.49
N -2.6772 -0.5002 -0.1875 -0.38
C 2.0808 -0.1888 -0.8024 -0.39
C 2.8406 -0.2679 0.4948 -1.02
C -2.3412 0.7007 0.2818 0.64
C 1.0110 -0.8494 -1.0989 0.65
H 3.8930 -0.5324 0.3251 0.30
H -3.5158 -0.9613 0.1174 0.18
H 2.3426 -0.9660 1.1603 0.32
H 2.4935 0.4526 -1.5790 0.31
H -2.8221 2.1053 1.4505 0.35
H 2.9581 0.7014 0.9789 0.28
H -1.8030 -0.7242 -0.7681 0.35
```

Values from the calculation:
- Gap between HOMO and LUMO: 9.548 eV
- LUMO level: 0.708 eV
- HOMO energy: -8.84 eV

---

The data favor arrangement d; the next most stable structure lies 10.8 kcal/mol above it.

---

Arrangement a

DFT (the ωB97M-V functional and the def2-TZVPD basis) results for one molecule with the formula C4H7NO3.

```
15
Properties=species:S:1:pos:R:3:mulliken_charge:R:1
O -2.8573 -0.5232 0.1274 -0.44
O -1.4151 1.2733 -0.6447 -0.59
O 1.0522 2.0364 0.1100 -0.59
N 1.5725 -1.3672 -0.4082 -0.58
C 0.7611 0.7600 0.5224 -0.23
C -1.6744 0.2354 0.1018 0.48
C -0.4371 -0.2084 0.6536 0.04
C 0.5227 -0.3843 -0.4712 -0.33
H 1.5335 0.4077 1.2894 0.29
H 0.3987 -0.1637 -1.3953 0.54
H -0.5594 -0.7952 1.7404 0.24
H 2.3949 -1.1742 0.3926 0.24
H 0.6578 2.1259 -0.9405 0.39
H 1.3863 -2.2858 -0.6357 0.19
H -3.3363 0.0633 -0.4419 0.34
```

Values from the calculation:
- Gap between HOMO and LUMO: 9.803 eV
- LUMO level: 0.705 eV
- HOMO energy: -9.10 eV

---

Arrangement b

DFT (the ωB97M-V functional and the def2-TZVPD basis) results for one molecule with the formula C4H7NO3.

```
15
Properties=species:S:1:pos:R:3:mulliken_charge:R:1
O 0.1488 -0.1502 2.4646 -0.56
O -2.0999 -1.3948 -1.0045 -0.49
O -1.2646 -0.1972 0.6914 -0.36
N 0.6003 1.1076 0.6520 -0.18
C -0.1647 0.2545 1.3827 0.61
C -1.1583 -1.1768 -0.3157 0.65
C 0.2669 -1.8059 -0.4421 -0.96
C 0.2106 1.8135 -0.5492 -0.80
H 1.0445 1.8198 -1.2539 0.28
H 0.1432 -2.7035 -1.0419 0.33
H 1.3912 1.4851 1.1564 0.23
H -0.6432 1.3241 -1.0078 0.31
H -0.0652 2.8464 -0.3236 0.31
H 0.9600 -1.1488 -0.9561 0.28
H 0.6305 -2.0738 0.5477 0.35
```

Values from the calculation:
- Gap between HOMO and LUMO: 10.962 eV
- LUMO level: 0.629 eV
- HOMO energy: -10.33 eV

---

The data favor arrangement b; the next most stable structure lies 109.6 kcal/mol above it.

---

Arrangement a

DFT (the ωB97M-V functional and the def2-TZVPD basis) results for one molecule with the formula C2H7N3.

```
12
Properties=species:S:1:pos:R:3:mulliken_charge:R:1
N 0.0268 0.2269 0.8837 -0.23
N 1.3630 0.6889 -0.9458 -0.38
N -0.5319 -0.7266 -1.1160 -0.69
C 0.2563 0.0317 -0.4430 0.60
C -1.1621 -0.3483 1.4953 -0.77
H -1.0487 -1.4356 1.6311 0.23
H 1.9211 1.3023 -0.3780 0.15
H -1.3467 0.1646 2.4708 0.31
H 1.6256 0.5440 -1.8958 0.17
H 0.5855 0.8843 1.3841 0.19
H -2.0404 -0.1638 0.8171 0.26
H -0.2678 -0.7203 -2.0962 0.16
```

Values from the calculation:
- Gap between HOMO and LUMO: 9.460 eV
- LUMO level: 0.890 eV
- HOMO energy: -8.57 eV

---

Arrangement b

DFT (the ωB97M-V functional and the def2-TZVPD basis) results for a 5-piece molecular cluster, C2H7N3 overall.

```
12
Properties=species:S:1:pos:R:3:mulliken_charge:R:1
N -0.3952 0.8422 -1.4660 -0.60
N 1.2509 0.1233 1.5663 -0.55
N -0.3691 0.0424 -0.1413 0.18
C -0.6892 -1.4995 -0.4113 -0.66
C 0.4652 0.5666 0.7154 -0.19
H -0.1548 -1.6686 -1.8345 0.27
H 1.1217 -0.8273 1.4795 0.17
H 0.0363 1.6814 0.7290 0.33
H 0.5974 1.8294 -1.0064 0.34
H 0.0482 -2.0708 0.7279 0.20
H -2.2639 -1.6044 -0.3233 0.23
H -1.4473 1.2024 -1.3103 0.29
```

Values from the calculation:
- Gap between HOMO and LUMO: 8.616 eV
- LUMO level: -0.261 eV
- HOMO energy: -8.88 eV

---

Arrangement c

DFT (the ωB97M-V functional and the def2-TZVPD basis) results for a 2-piece molecular cluster, C2H7N3 overall.

```
12
Properties=species:S:1:pos:R:3:mulliken_charge:R:1
N -0.9996 1.0241 -2.8599 -0.54
N 0.1040 -0.9341 -2.0858 -0.50
N 1.1931 -0.4501 3.5274 -0.48
C 0.1769 0.3082 3.4504 -0.23
C -0.3552 0.3779 -1.9776 0.02
H -0.6763 0.1518 2.7905 0.21
H 0.2242 1.2908 3.9154 0.25
H -1.4430 0.3798 -3.5160 0.22
H 0.1522 0.8956 -1.1611 0.31
H -0.5195 -1.5997 -2.5150 0.26
H 0.2541 -1.3129 -1.1627 0.23
H 0.9519 -1.3273 3.0480 0.25
```

Values from the calculation:
- Gap between HOMO and LUMO: 10.474 eV
- LUMO level: 0.545 eV
- HOMO energy: -9.93 eV

---

The data favor arrangement a; the next most stable structure lies 34.6 kcal/mol above it.

---

Arrangement a

DFT (the ωB97M-V functional and the def2-TZVPD basis) results for one molecule with the formula C4H2N2O.

```
9
Properties=species:S:1:pos:R:3:mulliken_charge:R:1
O -1.2952 -0.5381 -1.1774 -0.40
N 1.4719 -0.2144 -1.2519 -0.26
N 0.7633 -0.7608 -2.3499 -0.40
C -0.4331 -0.8264 -1.9872 0.64
C -0.4554 0.4979 1.7681 -0.60
C -0.0953 0.1301 0.5669 0.18
C 1.0196 -0.0335 -0.1301 0.31
H 0.4249 1.0388 2.2358 0.21
H -1.4007 0.7064 2.3256 0.32
```

Values from the calculation:
- Gap between HOMO and LUMO: 9.344 eV
- LUMO level: -0.306 eV
- HOMO energy: -9.65 eV

---

Arrangement b

DFT (the ωB97M-V functional and the def2-TZVPD basis) results for C4H2N2O as an isolated structure.

```
9
Properties=species:S:1:pos:R:3:mulliken_charge:R:1
O -0.0001 -1.0552 -0.0342 -0.29
N -0.1653 1.1285 -0.1441 -0.46
N -3.3499 -0.0546 0.1136 -0.39
C 1.2929 -0.6497 -0.0789 -0.09
C -2.1996 -0.1068 -0.1296 0.22
C -0.7865 0.0447 -0.2075 0.47
C 1.1035 0.7077 0.0997 -0.35
H 1.9257 1.2041 0.2637 0.52
H 2.1793 -1.2186 0.1171 0.37
```

Values from the calculation:
- Gap between HOMO and LUMO: 10.038 eV
- LUMO level: 0.006 eV
- HOMO energy: -10.03 eV

---

Arrangement c

DFT (the ωB97M-V functional and the def2-TZVPD basis) results for C4H2N2O as an isolated structure.

```
9
Properties=species:S:1:pos:R:3:mulliken_charge:R:1
O -1.6411 -0.8017 -0.0634 -0.34
N 3.1250 -0.2736 0.0057 -0.40
N -0.4710 -1.4514 -0.1731 -0.37
C 0.5289 -0.5736 -0.2211 0.53
C -0.3376 1.8912 -0.1122 -0.05
C 0.2461 0.8397 -0.3732 -0.20
C 1.8633 -0.7631 -0.0624 0.09
H -1.0960 2.8020 0.5846 0.31
H -2.2175 -1.6695 0.4153 0.42
```

Values from the calculation:
- Gap between HOMO and LUMO: 8.570 eV
- LUMO level: -1.141 eV
- HOMO energy: -9.71 eV

---

The data favor arrangement b; the next most stable structure lies 86.5 kcal/mol above it.